Molecular formula: C34H95N3O12
Method: DFT, ωB97M-V/def2-TZVPD

For the calculated total energy, the calculation gives -2419.47005 a.u. As for the LUMO energy: 0.557 eV. Its structure (SMILES) is COC[C@H](C)N.COC[C@H](C)N.COC[C@H](C)N.CC(C)O.CC(C)O.CC(C)O.CC(C)O.CCO.CCO.CCO.CCO.CCO.

The geometry in ORCA input format:
```
! RIJCOSX wB97M-V def2-TZVPD def2/J DEFGRID3
* xyz 0 1
C -0.62890 -3.16856 1.40614
C -1.67600 -2.34446 2.14651
C -1.29961 -1.90493 3.51319
O -2.03269 -1.27669 1.32065
H -0.52362 -4.21252 1.77993
H 0.31065 -2.60512 1.50062
H -0.81955 -3.25492 0.33907
H -2.53056 -3.01732 2.21383
H -2.20974 -1.73638 4.07589
H -0.74748 -0.94249 3.48113
H -0.66519 -2.64823 4.00268
H -2.83840 -0.86055 1.68918
C 3.49325 -3.13107 -3.93095
C 2.69217 -2.51301 -2.74437
C 3.43651 -2.77896 -1.47483
O 2.59593 -1.06222 -2.95357
H 3.57617 -4.22953 -3.82617
H 4.53626 -2.78262 -3.95069
H 3.00251 -2.87751 -4.87122
H 1.66991 -2.91851 -2.75980
H 3.35200 -3.86042 -1.29259
H 2.97075 -2.25782 -0.64998
H 4.48653 -2.47310 -1.51670
H 1.99757 -0.89780 -3.72112
C -3.06421 2.33215 -2.16765
C -2.48017 3.23121 -1.09300
C -3.15947 3.10163 0.23346
O -1.08937 2.90548 -0.90249
H -4.13829 2.56105 -2.29189
H -2.84629 1.27628 -1.91539
H -2.54959 2.55629 -3.11145
H -2.52257 4.26918 -1.46114
H -3.22308 2.09040 0.56044
H -4.19955 3.44235 0.12164
H -2.61563 3.72791 0.94420
H -1.08764 2.00845 -0.58018
C 1.77890 5.49626 2.39232
C 0.50634 4.93384 1.81295
C -0.13618 5.92283 0.85136
O 0.86263 3.74022 1.14339
H 2.44464 5.63860 1.50450
H 2.21824 4.69087 3.00966
H 1.72467 6.44562 2.91651
H -0.21680 4.74900 2.62723
H -0.97109 5.39185 0.34109
H 0.62443 6.19406 0.07558
H -0.52781 6.79070 1.36654
H 0.16325 3.50638 0.48832
C 5.44544 -1.65501 5.18313
C 4.24786 -2.55073 5.62776
C 3.69685 -3.17722 4.32421
O 3.36641 -2.26327 3.30283
C 2.24896 -1.48281 3.70227
N 4.47249 -3.63831 6.49577
H 6.03688 -1.30831 6.04216
H 5.05267 -0.80922 4.60864
H 6.10491 -2.20612 4.51290
H 3.47006 -1.81527 5.93175
H 2.81997 -3.82231 4.54759
H 4.47715 -3.82240 3.86241
H 1.82326 -0.96982 2.77988
H 2.55957 -0.71047 4.39220
H 1.51015 -2.14940 4.14865
H 5.05578 -4.32418 6.01285
H 4.97059 -3.36381 7.31826
C -5.91935 -0.01317 0.42687
C -5.65667 0.34443 1.83623
C -6.86003 0.09848 2.74310
O -6.49904 0.56773 4.05535
C -7.44004 0.22444 5.07180
N -4.55295 -0.40559 2.44008
H -5.05822 0.22552 -0.17649
H -6.78464 0.50005 0.03472
H -6.19693 -1.06211 0.28181
H -5.39287 1.40172 1.90265
H -6.95485 -1.00874 2.70870
H -7.76468 0.63768 2.38471
H -7.71169 -0.80256 4.87476
H -8.30835 0.88902 5.01044
H -6.93587 0.40567 6.01421
H -4.84756 -1.38949 2.45643
H -4.43561 -0.08705 3.38628
C -1.84905 -0.40377 -5.24390
C -0.74945 -1.22990 -4.59983
C -0.76985 -2.69826 -4.96918
O -2.10647 -3.24735 -5.08573
C -2.07407 -4.64945 -5.27539
N 0.54771 -0.60721 -4.94391
H -1.74179 0.62417 -4.88102
H -2.81763 -0.86282 -5.14490
H -1.71035 -0.37051 -6.32283
H -0.90459 -1.10398 -3.50492
H -0.21769 -3.24594 -4.20704
H -0.25740 -2.85270 -5.90810
H -1.50297 -4.89887 -6.18996
H -3.11004 -5.02774 -5.34901
H -1.57501 -5.09391 -4.38165
H 0.50083 -0.43642 -5.95757
H 0.54272 0.33992 -4.53969
C 4.69182 1.25074 2.66499
C 3.58189 2.15597 2.13268
O 2.37019 1.83390 2.78129
H 5.59984 1.49840 2.13312
H 4.35608 0.21706 2.53985
H 4.99544 1.45932 3.67768
H 3.46384 2.03201 1.04128
H 3.83026 3.20928 2.34103
H 1.66571 2.36123 2.35874
C 1.36920 0.93491 -0.60910
C 0.30806 -0.05487 -1.12174
O -0.98966 0.20133 -0.56091
H 1.27174 1.00643 0.48734
H 1.15032 1.93210 -1.05109
H 2.38819 0.64314 -0.82864
H 0.67055 -1.05621 -0.92245
H 0.18581 0.09341 -2.17401
H -1.23793 -0.39481 0.19926
C 0.92972 4.53394 -3.68417
C 1.40357 3.07609 -3.68491
O 0.20749 2.23604 -3.75701
H 0.51796 4.76541 -4.67096
H 1.81500 5.17430 -3.55048
H 0.20034 4.68773 -2.87167
H 1.99971 2.77941 -2.83070
H 1.95059 2.84894 -4.57821
H -0.27825 2.31940 -2.93762
C 5.56587 2.83397 -1.31760
C 5.17273 1.34911 -1.51466
O 4.09174 1.29777 -2.40776
H 4.67870 3.39432 -0.97896
H 5.86243 3.26028 -2.25947
H 6.38734 3.02092 -0.63315
H 4.89852 0.98054 -0.51959
H 5.96076 0.73264 -1.84599
H 3.81501 0.37651 -2.59112
C -3.78945 -3.80880 -0.26187
C -3.65732 -3.05013 -1.62214
O -3.11731 -3.90761 -2.56669
H -4.20893 -4.82189 -0.35115
H -4.43925 -3.30962 0.45417
H -2.85986 -3.83576 0.29639
H -3.05222 -2.16409 -1.45698
H -4.62889 -2.64436 -1.93429
H -2.98573 -3.38898 -3.39581
*
```

Molecular formula: C34H96N18O8P5
Method: DFT, ωB97M-V/def2-TZVPD

For the calculated total energy, the calculation gives -4647.51217 a.u. As for the LUMO energy: 2.141 eV.

The geometry in ORCA input format:
```
! RIJCOSX wB97M-V def2-TZVPD def2/J DEFGRID3
* xyz -1 1
N 0.14103 -0.40503 -0.71179
O -0.42787 0.43079 0.05292
O -0.50846 -0.96666 -1.65535
O 1.36631 -0.71097 -0.50874
O -5.15553 2.36175 -4.83637
P -5.63933 1.01009 -5.15784
N -6.72718 0.46033 -4.02825
C -6.85711 1.10843 -2.73108
C -7.36158 -0.81706 -4.20540
N -4.53902 -0.22868 -5.23801
C -3.46762 -0.11315 -6.19331
C -4.11702 -0.88377 -4.01464
N -6.38401 0.89293 -6.64094
C -6.81732 2.16108 -7.23514
C -6.56523 -0.33672 -7.37934
H -7.05844 2.16754 -2.85720
H -5.94485 0.94593 -2.14855
H -7.67832 0.63797 -2.19290
H -7.50496 -1.35556 -3.26564
H -6.81435 -1.43761 -4.91954
H -8.36447 -0.79443 -4.67263
H -3.09513 -1.08919 -6.51531
H -3.72837 0.47705 -7.07150
H -2.61236 0.39570 -5.72703
H -4.94030 -0.94316 -3.31270
H -3.74275 -1.89146 -4.20552
H -3.29743 -0.32519 -3.56779
H -7.44128 2.70770 -6.52028
H -5.95262 2.80619 -7.41606
H -7.37560 2.02350 -8.15760
H -5.71794 -1.00390 -7.22434
H -6.69179 -0.07951 -8.42963
H -7.44030 -0.91414 -7.05303
O 5.01376 1.37786 1.61301
P 5.85886 1.37961 0.42583
N 5.75576 2.83742 -0.39254
C 5.42996 4.03606 0.35665
C 6.23653 3.00736 -1.72846
N 5.59588 0.26295 -0.77400
C 4.24113 0.32437 -1.31562
C 6.13340 -1.07909 -0.66513
N 7.47014 1.20110 0.82892
C 7.89140 1.08261 2.21450
C 8.55569 1.42306 -0.09586
H 4.89498 3.85539 1.28192
H 4.69313 4.57742 -0.26090
H 6.30137 4.69625 0.47163
H 6.29571 2.07572 -2.28162
H 7.22326 3.49120 -1.70086
H 5.58487 3.65495 -2.32904
H 3.83250 1.33849 -1.28763
H 4.28813 0.15417 -2.40017
H 3.45545 -0.27627 -0.85357
H 6.22238 -1.48586 -1.67493
H 7.10170 -0.98813 -0.16218
H 5.61617 -1.79585 -0.02437
H 7.05722 0.77988 2.84949
H 8.69092 0.34731 2.27480
H 8.09524 2.09464 2.58895
H 8.23283 1.10731 -1.08146
H 9.45692 0.91320 0.25445
H 8.85085 2.48211 -0.04841
O -0.35811 2.68024 2.47372
P -1.23335 3.83344 2.29652
N -0.63170 5.01977 1.30072
C -0.68344 4.81568 -0.15393
C 0.55292 5.75893 1.70356
N -1.60992 4.60724 3.73082
C -2.04592 3.74162 4.80897
C -1.94427 6.01983 3.83315
N -2.71586 3.44804 1.66080
C -3.73319 4.37072 1.26570
C -2.97402 2.06781 1.30607
H -1.32031 5.56046 -0.64070
H -0.98221 3.82192 -0.48977
H 0.30535 4.94864 -0.60431
H 0.76557 6.58928 1.03064
H 1.41890 5.08565 1.74173
H 0.42017 6.19778 2.69495
H -1.17695 3.22593 5.23168
H -2.46513 4.37643 5.58486
H -2.69055 2.94310 4.43236
H -1.35809 6.64147 3.16596
H -3.00242 6.12004 3.56027
H -1.77148 6.35653 4.85580
H -4.63406 4.20703 1.87559
H -3.41934 5.39598 1.47141
H -4.03012 4.34639 0.21102
H -2.84184 1.94163 0.22714
H -3.99978 1.74213 1.52643
H -2.29489 1.40977 1.83848
O -0.43971 -1.33694 2.63400
P -1.69756 -2.03354 2.81295
N -2.49241 -2.41895 1.42360
C -3.34686 -1.44569 0.75256
C -1.95507 -3.40077 0.52099
N -2.84298 -1.20324 3.68433
C -4.11545 -1.74375 4.01502
C -2.50990 0.06290 4.30871
N -1.51147 -3.47343 3.64475
C -0.49778 -3.68356 4.70168
C -2.44252 -4.56868 3.51834
H -4.13527 -1.96778 0.19218
H -2.75528 -0.87862 0.01951
H -3.80800 -0.75678 1.45700
H -1.08780 -3.89135 0.96550
H -1.63537 -2.97871 -0.43417
H -2.64176 -4.25180 0.37697
H -4.50241 -2.48730 3.31827
H -4.20059 -2.16626 5.02782
H -4.84254 -0.92159 3.99547
H -3.41277 0.60791 4.61295
H -2.03692 -0.09794 5.29509
H -1.85919 0.70055 3.71699
H 0.40817 -3.13304 4.45047
H -0.99508 -3.30365 5.60034
H -0.20841 -4.73589 4.70501
H -3.00814 -4.74906 4.45104
H -1.93015 -5.50191 3.25227
H -3.22225 -4.34594 2.78979
O 3.11318 -1.88979 2.21139
P 3.43990 -3.26882 1.91846
N 2.97431 -3.86996 0.43556
C 3.79251 -3.60355 -0.70730
C 1.54619 -3.80033 0.08804
N 2.73562 -4.38929 2.95674
C 2.93688 -4.16080 4.37584
C 2.17093 -5.66664 2.57463
N 5.06146 -3.67613 2.00250
C 5.58003 -4.97399 1.63871
C 5.99674 -2.75319 2.58970
H 3.49126 -2.65388 -1.15527
H 3.69487 -4.36750 -1.49619
H 4.84506 -3.69848 -0.46103
H 1.40177 -4.61345 -0.63759
H 1.35364 -2.86473 -0.45055
H 0.89744 -3.89805 0.94655
H 3.90038 -4.59888 4.69428
H 2.90142 -3.09672 4.60475
H 2.16971 -4.70192 4.93058
H 1.10408 -5.58706 2.34113
H 2.74159 -6.14315 1.77732
H 2.26509 -6.36789 3.41206
H 5.71658 -5.55936 2.56203
H 4.84203 -5.48568 1.02757
H 6.55619 -4.91439 1.15511
H 6.98252 -2.79386 2.10378
H 6.09708 -2.77448 3.68221
H 5.75735 -1.70128 2.37633
C 1.99620 -1.20900 -3.37400
C 1.86371 0.22009 -3.59057
N 1.75484 1.34993 -3.77005
H 3.04425 -1.44208 -3.59204
H 1.34679 -1.76435 -4.04723
H 1.81865 -1.51297 -2.34328
C -2.27051 2.15801 -3.11164
C -2.09168 3.60501 -3.14871
N -1.97216 4.73942 -3.26719
H -2.80822 1.85918 -4.00988
H -2.88548 1.86101 -2.26628
H -1.29762 1.67434 -3.06838
*
```

Molecular formula: C34H96N6O16
Method: DFT, ωB97M-V/def2-TZVPD

For the calculated total energy, the calculation gives -2885.09361 a.u. As for the LUMO energy: 0.390 eV. Its structure (SMILES) is COC[C@H](C)N.COC[C@H](C)N.COC[C@H](C)N.COC[C@H](C)N.COC[C@H](C)N.COC[C@H](C)N.OCCO.OCCO.OCCO.OCCO.OCCO.

The geometry in ORCA input format:
```
! RIJCOSX wB97M-V def2-TZVPD def2/J DEFGRID3
* xyz 0 1
C 2.50021 -5.84875 2.35101
C 1.52798 -5.44058 1.20111
C 1.51014 -3.91295 1.17455
O 0.57595 -3.32116 0.28803
C -0.70970 -3.35343 0.91396
N 1.73934 -6.15965 -0.02238
H 2.41458 -6.93291 2.54677
H 2.14103 -5.22576 3.12402
H 3.51581 -5.58333 2.11335
H 0.60780 -5.76469 1.65843
H 2.46693 -3.53143 0.78554
H 1.27065 -3.53237 2.16885
H -1.38500 -2.88983 0.20712
H -0.68120 -2.81374 1.86913
H -1.13326 -4.33993 1.04168
H 2.72034 -6.11873 -0.29300
H 1.32830 -5.71701 -0.80898
C 3.07947 -0.16927 2.33272
C 3.77076 0.34622 1.03692
C 5.07196 -0.56245 0.86081
O 4.60827 -1.85960 0.65383
C 5.65512 -2.81695 0.39897
N 2.92353 0.27963 -0.07904
H 3.25596 -1.26538 2.36351
H 2.02625 0.08638 2.29184
H 3.46810 0.42285 3.20619
H 4.07659 1.35813 1.28224
H 5.74329 -0.38072 1.73549
H 5.64824 -0.24167 -0.04738
H 6.31781 -3.01183 1.19945
H 6.23646 -2.37323 -0.32312
H 5.16778 -3.73901 0.05680
H 2.54230 -0.64143 -0.24410
H 3.26436 0.59321 -1.00352
C -1.16046 4.51457 4.18607
C -1.01872 3.58085 2.99200
C 0.24710 2.76112 3.08139
O 1.38293 3.65483 2.89481
C 2.66805 3.24026 3.28910
N -2.13203 2.61659 3.18883
H -1.05922 3.87741 5.05739
H -2.12806 4.96837 4.29903
H -0.52518 5.37183 4.20878
H -1.07689 4.05329 2.02815
H 0.29869 2.07114 2.23458
H 0.35582 2.14556 4.02620
H 3.31282 2.67824 2.58717
H 2.63623 2.59117 4.12784
H 3.22805 4.12581 3.53362
H -3.01372 3.05400 3.46490
H -2.03505 1.97215 2.39484
C 3.84710 -2.47889 -2.63435
C 2.50306 -2.28941 -3.40870
C 2.35903 -3.35058 -4.52439
O 3.41433 -3.22736 -5.45192
C 3.35510 -4.41155 -6.28383
N 1.10817 -2.10783 -2.73686
H 4.04671 -1.73397 -1.81317
H 4.61834 -2.36629 -3.35803
H 3.82520 -3.49075 -2.21794
H 2.62658 -1.31183 -3.94045
H 1.31563 -3.24686 -5.03128
H 2.36394 -4.34057 -4.07839
H 2.41534 -4.52557 -6.81238
H 3.44402 -5.21498 -5.63141
H 4.23137 -4.45923 -6.88246
H 1.04022 -1.09639 -2.59474
H 1.01806 -2.56981 -1.80912
C 1.23250 2.91167 -6.44782
C 0.20859 3.38835 -5.36855
C -0.33897 2.18701 -4.59089
O -1.14614 1.41773 -5.43619
C -1.26993 0.12048 -4.77188
N 0.75684 4.28263 -4.41161
H 1.64494 3.63890 -7.22896
H 0.74462 2.05175 -6.91826
H 2.11492 2.48224 -5.77016
H -0.68352 3.81964 -5.88450
H -0.91852 2.47705 -3.66217
H 0.52699 1.54102 -4.27276
H -1.67930 0.27027 -3.74833
H -0.24344 -0.17248 -4.66171
H -1.84890 -0.57904 -5.31028
H 1.32696 5.07668 -4.72743
H 0.09024 4.63474 -3.76022
C -6.13714 0.23254 4.06857
C -6.10684 1.27110 3.04224
C -7.25350 1.34360 2.03559
O -7.19675 0.21676 1.19225
C -8.02366 0.42741 0.03959
N -6.15228 2.57992 3.80455
H -7.02442 0.23457 4.66242
H -5.24973 0.33139 4.69301
H -5.91658 -0.78730 3.74018
H -5.18467 1.12968 2.51395
H -7.10845 2.19612 1.31953
H -8.16702 1.48373 2.57868
H -7.80247 -0.38194 -0.69907
H -7.88402 1.39802 -0.52647
H -9.14347 0.28223 0.33193
H -5.97648 3.39662 3.20130
H -5.53269 2.59591 4.62147
C 1.83073 4.67526 -0.86750
C 1.04306 5.76041 -0.21622
O 1.51447 5.92719 1.11470
O 3.22423 5.09829 -1.00441
H 1.39969 4.52932 -1.83270
H 1.79377 3.79264 -0.16981
H 0.00638 5.50591 -0.24454
H 1.18289 6.70746 -0.77339
H 1.45876 5.08776 1.60466
H 3.46548 5.44208 -0.14722
C -4.93173 -3.26042 0.73786
C -5.10050 -4.38616 1.83091
O -5.57788 -5.67329 1.44042
O -5.13231 -1.97198 1.34465
H -5.65718 -3.42853 -0.00197
H -3.89806 -3.36795 0.25174
H -5.68564 -3.94564 2.55733
H -4.15723 -4.60020 2.33906
H -6.52079 -5.64749 1.46275
H -5.93548 -1.59629 1.01035
C 5.11094 2.87259 -2.50940
C 4.02381 2.92439 -3.49300
O 2.77637 2.50740 -2.84480
O 5.61614 1.54677 -2.43718
H 4.77679 3.09042 -1.46561
H 5.87014 3.66563 -2.79048
H 4.21146 2.29183 -4.36356
H 3.99436 3.95449 -3.77599
H 2.06226 3.04432 -3.25590
H 6.20184 1.38142 -3.19094
C -0.88740 -0.13783 -0.35911
C -2.32785 -0.45150 -0.05592
O -2.74318 -0.30174 1.27391
O -0.58784 1.26153 -0.29902
H -0.79559 -0.53635 -1.43288
H -0.19746 -0.67651 0.32532
H -2.46320 -1.52235 -0.36879
H -2.89390 0.23003 -0.75314
H -3.61557 -0.77818 1.39247
H 0.41005 1.32006 -0.07256
C -2.53274 -0.82542 4.71357
C -1.20165 -1.42268 4.21663
O -0.64300 -0.69285 3.06802
O -2.51195 0.56008 5.02089
H -2.75297 -1.35455 5.60357
H -3.25274 -1.12218 3.95238
H -1.40519 -2.45094 3.79702
H -0.40541 -1.50876 4.90370
H -1.38637 -0.69371 2.44356
H -2.20928 1.08336 4.24649
*
```